Entry 1:
Here is a single C5H8N2 molecule from the OMol25 dataset. Energies are from wB97M-V/def2-TZVPD.

Summary:
* highest occupied orbital energy (spin up / spin down): -0.257 / -0.257 hartree
* 2S+1: 1
* E_LUMO (spin up / spin down): 0.49 / 0.49 eV

Geometry (Å):
C: 2.42486 0.91206 0.57261
C: 0.04844 0.55477 0.56998
C: -0.76513 -0.35029 -0.30329
N: 1.45404 -1.04266 -0.36637
H: -0.10642 0.28814 1.62540
H: 2.22200 1.97152 0.52122
H: -2.58697 0.58597 -0.99663
C: -2.25001 -0.30983 -0.46025
H: -2.76606 -0.31670 0.51034
H: -0.07974 -2.14065 -1.34299
H: 3.42956 0.53149 0.64585
N: 1.42685 0.12852 0.24142
H: 0.02606 1.64653 0.51965
H: -2.60131 -1.18500 -1.01690
C: 0.12382 -1.27387 -0.72004

Forces on atoms 1 to 2 (eV/Å):
C 0.117 -0.105 -0.219
C -0.051 0.090 -0.031

=====

Entry 2:
Here is 14 unconnected molecules or ions with the total composition C36H107N7O14 at a distorted geometry from the OMol25 dataset. Energies are from wB97M-V/def2-TZVPD.

Summary:
* highest occupied orbital energy: -0.317 hartree
* 2S+1: 1
* E_LUMO: -0.21 eV

Geometry (Å):
H: 6.02932 7.55546 -16.89677
O: -2.58645 4.55173 -24.94978
H: 7.78723 -0.47695 -16.06937
C: 0.13619 13.03818 -17.75821
H: -0.71813 -1.95539 -18.38248
O: -2.26986 -0.01709 -17.04122
C: -3.18906 5.35583 -23.92061
H: 4.34495 4.82404 -7.39552
H: -2.20695 7.23208 -21.78182
H: 2.17435 1.03918 -16.50699
H: 0.17898 5.32830 -12.31692
C: 6.28315 4.27874 -17.20180
C: -2.72795 -2.22558 -18.89531
H: -2.44069 -3.86202 -16.93025
H: 2.94116 3.84523 -10.43404
H: 0.09592 3.96076 -12.96099
H: 5.91126 9.42729 -18.56276
H: 5.70590 4.50213 -18.09899
H: 4.31926 5.44695 -13.15192
O: -1.15767 2.49369 -14.61157
C: 5.86037 -0.37223 -17.00774
N: 3.34756 7.14191 -11.14385
H: -1.12817 -0.42649 -12.96259
H: 2.97993 4.26913 -17.54190
C: 8.41361 4.25133 -16.25345
H: -4.20927 5.69384 -24.10236
H: -0.63884 4.19227 -17.04732
C: 2.51429 5.02536 -16.90991
H: 0.83548 0.84385 -22.88638
H: 1.12043 4.28652 -22.72153
H: -3.44795 4.38217 -16.12030
O: 0.00179 4.40845 -12.12019
H: 1.03678 13.49390 -17.34668
H: -0.82510 14.68654 -17.26149
H: -0.03937 0.36481 -20.78609
C: 2.84050 1.21787 -15.66295
C: -4.16149 9.94529 -14.80492
H: -2.70802 9.50661 -16.32751
H: 2.80449 0.95340 -19.96108
H: 3.81440 -0.21312 -17.70930
H: 2.74517 6.21933 -13.54290
H: -2.16887 1.90739 -12.82289
C: -3.45939 8.97116 -15.74713
H: -0.12330 5.34815 -19.19972
C: 0.97326 2.34195 -21.10907
H: -2.55105 2.63600 -25.74415
H: -0.90592 11.39112 -18.04916
C: -3.18849 3.32083 -25.18487
C: 5.38679 7.59035 -17.77657
H: 1.95096 2.63636 -21.49056
H: -0.51183 6.33988 -14.34473
C: -2.75030 7.65302 -22.62781
H: -4.11929 3.52184 -25.71527
N: 0.33735 3.95995 -16.93264
C: -0.54636 7.67821 -18.49144
C: 2.92257 5.78814 -11.43840
H: -1.22696 7.32815 -19.26754
C: -1.36252 0.75913 -17.77213
C: 3.26529 5.52338 -12.88471
N: -2.87502 7.40626 -25.01641
H: -0.88333 -3.80513 -16.77149
C: 6.96728 0.24057 -16.10011
C: -1.60810 -2.33794 -17.88279
C: 3.58568 4.72370 -10.40280
H: 3.06439 2.28264 -15.59772
C: 0.95213 0.77558 -20.97665
C: -0.69334 0.53031 -13.25164
H: 2.21640 -0.75357 -20.19184
H: -0.96120 -1.23107 -16.09551
H: 6.66060 0.39868 -15.06616
H: -2.60839 1.09015 -14.27456
O: 0.76662 7.13185 -18.66375
H: -0.31771 11.23587 -16.46692
O: 3.98564 0.38716 -15.84863
H: -3.15140 6.82415 -25.79415
H: 4.60320 4.42492 -10.65480
H: -2.38166 -2.49843 -19.89217
C: 1.04209 5.20750 -17.27140
H: -1.73111 2.86103 -15.28820
H: 1.85054 5.72791 -11.25075
H: -0.18647 0.90097 -12.36069
H: 2.79166 4.58056 -13.15836
H: 5.98096 3.31702 -16.78721
H: -0.42998 1.09456 -17.31830
H: 5.65899 8.25543 -19.85673
H: 2.24726 0.99619 -14.77581
H: 6.01590 4.92230 -16.36364
H: -0.50696 8.75291 -18.66909
N: 10.64023 3.79248 -17.26261
H: 0.79175 2.89398 -20.18689
H: -2.95289 5.45731 -17.06416
H: -3.58702 10.88122 -13.22458
H: 5.65903 -1.39072 -16.67570
O: -0.21822 6.80903 -13.56376
C: -2.43530 6.72037 -23.85894
H: -5.14524 9.73347 -14.38605
H: 2.84130 3.86527 -7.57473
N: 1.48151 0.37998 -22.26383
H: 0.87869 11.03185 -17.84153
H: -2.42263 -1.80606 -15.92348
H: -2.00412 1.62285 -17.94658
H: -1.00346 7.24977 -13.23917
H: -2.41239 8.65771 -22.88177
O: -0.01783 2.73147 -22.08187
H: -3.18833 4.97444 -22.89951
H: -1.36716 6.50796 -23.90419
C: 3.73737 4.22916 -8.07748
H: -1.14992 0.26704 -18.72121
C: 1.95205 0.27432 -19.94352
H: 5.66213 -0.76846 -18.88421
H: -2.13403 7.96027 -25.42150
H: -3.13118 -1.22627 -19.05936
H: 7.23190 -1.19026 -18.28963
C: 9.93193 6.08637 -17.24525
H: -3.52345 2.68358 -24.36646
C: 0.80372 5.69720 -18.74486
H: 4.32695 3.38576 -8.43689
O: 7.45036 8.21232 -18.78882
H: 9.67405 6.01500 -18.30191
C: 6.01065 8.37576 -18.83206
C: -1.76309 1.56225 -13.77385
H: -0.94123 7.70972 -17.47597
H: 1.65330 5.29431 -19.29621
H: -4.22274 8.51889 -16.38027
H: -2.91088 8.17553 -15.24294
H: 10.14220 2.91422 -17.23603
N: 6.45826 -0.54118 -18.30574
H: -3.62775 -2.72435 -18.53522
C: 9.83673 4.74177 -16.47854
H: 9.20325 6.77720 -16.82117
H: 2.37984 0.83271 -22.35423
H: 0.04612 13.23736 -18.82606
H: 7.66375 7.27761 -18.73986
H: 7.29487 1.23566 -16.40109
H: 10.30197 4.84078 -15.49781
O: 7.69501 4.46135 -17.43581
C: -1.84278 -1.34935 -16.72554
H: 4.48390 8.10210 -17.44344
N: -1.60259 -3.71803 -17.47518
H: 10.97927 6.35081 -17.09948
H: 0.61570 5.95438 -16.60172
C: 0.11026 4.04997 -22.38730
H: 2.61056 4.68192 -15.87991
H: -0.12940 4.63592 -21.49997
H: -3.80212 7.64349 -22.34202
H: 5.14980 6.52868 -17.84583
H: 4.72568 1.37537 -17.50640
C: -0.00171 11.55019 -17.46162
H: -0.01470 0.33253 -14.08135
H: 1.50489 0.24152 -18.95001
H: 7.96330 4.92702 -15.52629
H: 4.32867 7.29870 -11.32531
O: -2.64946 4.73833 -16.50988
O: -0.95654 13.74786 -17.10917
H: -0.54593 4.35212 -23.20351
O: -3.18378 10.31292 -13.88491
H: 8.38334 3.26150 -15.79802
H: 3.15609 7.33335 -10.17082
H: 10.61870 4.06712 -18.23431
H: 3.00319 5.99563 -16.99722
C: 4.53030 0.37090 -17.13094
H: -4.41570 10.87113 -15.32094
O: 3.44589 5.24433 -9.07774
H: 0.39131 3.79075 -15.93837

Forces on atoms 1 to 2 (eV/Å):
H 0.267 0.545 0.092
O 0.287 0.784 1.715

=====

Entry 3:
Here is a molecular structure, C17H17CoN2O5 at a distorted geometry from the OMol25 dataset. Energies are from wB97M-V/def2-TZVPD.

Summary:
* highest occupied orbital energy (spin up / spin down): -0.214 / -0.319 hartree
* 2S+1: 5
* E_LUMO (spin up / spin down): -1.52 / -3.60 eV

Geometry (Å):
H: 4.61910 0.02180 1.71120
C: -4.16680 0.00010 0.73060
N: 0.00850 0.00000 -1.88830
H: -4.87630 0.00060 1.54990
H: 4.32960 -1.16880 0.42650
C: 2.06310 2.00360 0.92340
C: -3.04420 -0.00350 -3.98030
C: -2.80500 0.00060 0.97580
O: 0.64910 0.61760 3.85010
C: 3.98140 0.85670 -0.22360
H: 0.62900 -0.74010 -2.27680
H: -0.93840 -0.00300 -4.40810
C: 0.72800 2.58730 0.47620
H: 4.61920 1.71130 0.02010
H: 2.76840 2.81070 1.15340
C: -4.59490 -0.00110 -0.59250
C: 0.72750 0.47730 2.58670
H: -5.07040 -0.00350 -3.26910
O: 0.65010 3.85080 0.61500
O: -0.06590 -0.10160 1.80040
H: 2.21800 -1.28810 1.62850
C: -4.02090 -0.00300 -2.98450
C: 2.49760 1.21960 -0.31280
C: 3.98150 -0.22280 0.85680
C: -3.65070 -0.00180 -1.62810
H: 0.62500 0.74510 -2.27350
H: 2.21780 1.62820 -1.28890
N: -1.86430 0.00000 0.00850
H: -3.33460 -0.00420 -5.02780
C: 2.06280 0.92420 2.00310
C: -2.28680 -0.00110 -1.27130
C: -1.69550 -0.00280 -3.63000
O: 1.88710 -0.06570 -0.06590
H: -2.41830 0.00150 1.99070
C: 2.49760 -0.31220 1.21950
H: 2.76790 1.15440 2.81030
O: -0.06570 1.80050 -0.10160
H: -5.65920 -0.00160 -0.81090
C: -1.32620 -0.00210 -2.28360
H: 4.32910 0.42570 -1.16940
Co: 0.00000 0.00000 0.00000
H: 0.00000 -1.59430 0.00000

Forces on atoms 1 to 2 (eV/Å):
H -0.226 -0.082 -0.056
C 1.788 -0.032 0.808

=====

Entry 4:
Here is a molecular structure, C23H21CoN2O3Te from the OMol25 dataset. Energies are from wB97M-V/def2-TZVPD.

Summary:
* highest occupied orbital energy (spin up / spin down): -0.159 / -0.161 hartree
* charge: -1
* 2S+1: 4
* E_LUMO (spin up / spin down): 2.81 / 2.79 eV

Geometry (Å):
H: -0.99195 2.71749 3.57654
C: -0.85347 1.69393 1.21451
C: -0.67920 1.73776 -5.83326
C: -3.35248 -5.88083 1.02383
C: 0.17677 -0.15485 4.89289
C: -1.60381 3.03908 -3.57800
H: -1.32071 3.45819 -6.91597
C: -3.40220 -3.75872 -0.13279
C: -0.30158 1.15864 4.85970
H: -0.40253 1.73987 5.76622
H: -4.94327 -3.73442 -2.93882
C: -0.91454 1.15658 -2.08344
H: -0.11932 -0.42674 -3.62195
C: -3.20690 -4.49645 1.04753
O: -0.02672 -0.11597 -4.55751
H: -3.34319 -4.28896 -3.42627
H: -3.14794 -8.53643 -0.83642
H: -0.90984 2.78280 1.25208
H: -4.09307 -6.33670 -2.22372
H: -1.95618 3.52481 -2.67789
Te: -3.33134 -1.63413 -0.05274
H: -4.85032 -8.35894 -0.43733
C: -3.85318 -5.82536 -1.29515
C: -1.02954 1.77537 -3.43819
C: -3.84231 -8.06136 -0.13950
C: -0.53088 0.96884 2.44029
N: -1.17785 1.90115 -1.04769
H: -2.70966 -4.58077 3.13172
C: -3.68226 -6.56443 -0.13662
O: -0.53943 -0.09265 -2.03677
O: 0.12940 -1.13171 1.42232
H: 0.68180 -1.90350 3.75513
C: -1.24282 2.99248 -5.94037
C: -3.88917 -3.75108 -2.64863
C: -2.82417 -3.83562 2.34268
Co: -0.85730 -0.88997 -0.21139
C: -1.71617 3.65489 -4.81008
N: -1.02890 1.10859 0.09598
H: 0.45213 -0.60506 5.84005
H: -3.65240 -8.47809 0.85019
H: -3.57050 -3.10177 2.65090
C: 0.30864 -0.88744 3.73692
C: -3.71032 -4.43922 -1.32046
C: -0.63369 1.69470 3.63529
H: -0.31529 1.20350 -6.70096
H: -3.54167 -2.72164 -2.62368
C: -0.57398 1.11407 -4.58695
H: -3.19835 -6.43773 1.94317
C: -0.04309 -0.36645 2.47046
H: -1.89014 -3.27777 2.24328
H: -2.16792 4.63433 -4.89283

Forces on atoms 1 to 2 (eV/Å):
H -0.002 0.000 -0.004
C -0.001 -0.230 0.036

=====

The records above give, respectively, E_tot values of -8291.9600, -78154.0710, -68744.4855, -78238.1768 eV.